Below is a molecular structure, C28H40B2N12OOsS3, with properties calculated with ωB97M-V/def2-TZVPD.

```
87
Properties=species:S:1:pos:R:3:mulliken_spin:R:1
Os 0.384 -0.321 -0.211 2.976
C -1.242 -3.491 -1.996 0.000
C -1.166 -3.430 -0.512 0.017
C -1.771 -4.338 0.359 0.010
C -1.370 -3.966 1.615 0.021
N -0.557 -2.897 1.505 -0.020
N -0.434 -2.543 0.185 0.137
B -0.009 -1.949 2.565 -0.053
N 1.469 -1.582 2.232 -0.023
C 2.550 -1.882 2.968 0.029
C 3.659 -1.317 2.391 -0.001
C 3.204 -0.661 1.255 -0.007
C 4.039 0.173 0.353 0.007
N 1.864 -0.839 1.154 0.099
N -0.848 -0.648 2.540 -0.043
C -1.806 -0.225 3.379 0.025
C -2.334 0.949 2.898 -0.004
C -1.654 1.207 1.710 -0.038
C -1.810 2.411 0.854 0.025
N -0.769 0.216 1.486 0.131
N -0.012 -2.542 4.005 0.286
C 0.174 -1.831 5.230 0.049
C 0.360 -2.728 6.201 0.074
C 0.298 -4.002 5.533 0.262
C 0.446 -5.329 6.114 0.025
N 0.081 -3.811 4.179 0.256
H -0.682 -4.355 -2.356 0.000
H -0.853 -2.598 -2.472 0.007
H -2.276 -3.626 -2.312 0.000
H -2.398 -5.172 0.095 0.000
H -1.578 -4.405 2.572 -0.001
H 2.467 -2.480 3.859 0.003
H 4.675 -1.362 2.745 0.001
H 5.088 -0.037 0.549 0.000
H 3.860 1.229 0.555 0.001
H 3.848 -0.010 -0.699 -0.004
H -2.060 -0.784 4.264 -0.008
H -3.101 1.552 3.351 0.001
H -2.828 2.786 0.939 0.000
H -1.578 2.212 -0.190 -0.011
H -1.138 3.198 1.201 0.004
H 0.168 -0.754 5.265 -0.014
H 0.515 -2.548 7.252 0.003
H -0.041 -5.378 7.091 0.020
H 1.512 -5.547 6.277 0.051
H 0.039 -6.093 5.455 0.004
C 2.520 -3.271 -2.263 0.001
N 1.674 -2.592 -3.240 -0.008
C 1.167 -3.139 -4.395 0.013
C 0.445 -2.166 -5.012 0.010
N 0.521 -1.032 -4.243 0.013
B 0.126 0.403 -4.695 0.015
N -1.151 1.036 -3.937 0.002
C -1.808 1.987 -4.679 0.004
C -2.922 2.365 -4.015 0.008
N -2.950 1.641 -2.857 0.013
C -4.052 1.706 -1.896 0.002
C -1.847 0.850 -2.809 0.019
S -1.658 -0.239 -1.451 0.185
C 1.269 -1.317 -3.182 0.078
S 1.721 -0.075 -2.054 0.297
H 2.539 -4.330 -2.505 0.000
H 2.103 -3.138 -1.265 -0.003
H 3.533 -2.876 -2.307 -0.001
H 1.366 -4.158 -4.677 0.001
H -0.091 -2.182 -5.944 0.001
H 1.040 1.159 -4.503 0.009
H -0.218 0.332 -5.834 0.002
H -1.453 2.296 -5.646 0.001
H -3.689 3.071 -4.281 0.001
H -4.238 2.748 -1.645 0.000
H -3.787 1.152 -1.003 -0.002
H -4.940 1.269 -2.347 0.000
O 1.096 2.002 -0.135 0.006
S 1.193 3.491 -0.499 0.030
C 1.267 3.579 -2.320 0.007
C 2.674 4.032 -2.719 0.002
C 3.615 3.544 -1.621 -0.001
C 2.933 3.943 -0.321 0.006
H 0.474 4.239 -2.666 -0.001
H 1.055 2.559 -2.644 -0.012
H 2.712 5.121 -2.777 0.000
H 2.936 3.644 -3.702 0.000
H 4.605 3.993 -1.698 0.000
H 3.735 2.458 -1.670 0.000
H 2.941 5.026 -0.177 0.002
H 3.294 3.474 0.593 0.001
```

Computed properties:
- energy relative to the best compared isomer or geometry (same formula, charge and spin) (eV) = 0.734
- E_LUMO (spin up / spin down) (eV) = -7.81 / -11.46
- HOMO (spin up / spin down) (eV) = -15.9 / -15.9
- HOMO-LUMO gap (spin up / spin down) (eV) = 8.056 / 4.452
- calculated total energy (eV) = -85917.7485
- charge = +3
- <S²> = 8.779
- spin multiplicity = 6